[1]
# C2H7N4OS

A 2-piece molecular cluster, C2H7N4OS overall at a distorted geometry (the ωB97M-V functional and the def2-TZVPD basis, the Open Molecules 2025 dataset).

```
! RIJCOSX wB97M-V def2-TZVPD def2/J DEFGRID3
* xyz 1 1
C -2.40052 0.77352 0.32664
C -1.56415 -1.14544 -0.09491
N -2.65051 -0.56753 0.23556
N -1.19756 1.00094 -0.09841
N -0.35025 2.01281 -0.07559
N -0.66238 -0.16470 -0.48036
O -1.23295 -2.35853 -0.25294
S 2.14922 -0.97888 0.41693
H -3.25930 1.36091 0.65357
H 2.48330 -2.26266 0.41666
H -0.51602 3.04544 -0.00496
H 0.51614 1.84026 -0.59767
H 0.32471 -0.24215 -0.25075
H -1.97188 -3.04751 -0.14131
H 1.80844 -0.82974 1.80910
*
```

HOMO energy, hartree: -0.50396
ΔE to the lowest compared entry with this formula, charge and spin, eV: 1.2191
Maximum force, eV/A: 4.671
E_tot, eV: -21021.329
Orbital gap, eV: 10.3260

Mulliken atomic charges, in units of e:
1 C 0.06
2 C 0.45
3 N -0.48
4 N 0.82
5 N -0.80
6 N -0.26
7 O -0.42
8 S -0.47
9 H 0.43
10 H 0.25
11 H 0.27
12 H 0.25
13 H 0.24
14 H 0.42
15 H 0.24


[2]
# C2H5NOS2

A 2-piece molecular cluster, C2H5NOS2 overall at a distorted geometry (the ωB97M-V functional and the def2-TZVPD basis, the Open Molecules 2025 dataset).

```
! RIJCOSX wB97M-V def2-TZVPD def2/J DEFGRID3
* xyz 0 1
C -1.01872 -1.20984 0.09965
N -1.12599 -1.06028 1.36387
S -1.34194 0.55523 1.81947
O -0.93649 1.21009 0.27351
C -1.08362 0.16104 -0.65527
H -0.93336 -2.12915 -0.46597
H -0.19209 0.24313 -1.24659
H -1.98245 0.22264 -1.30537
S 2.89191 0.23606 -0.41972
H 2.36845 0.34483 0.71098
H 3.35430 1.42625 -0.17455
*
```

HOMO energy, hartree: -0.31290
ΔE to the lowest compared entry with this formula, charge and spin, eV: 2.0587
Maximum force, eV/A: 3.162
E_tot, eV: -27360.998
Orbital gap, eV: 9.2437

Mulliken atomic charges, in units of e:
1 C -0.04
2 N -0.43
3 S 0.13
4 O -0.34
5 C -0.17
6 H 0.36
7 H 0.24
8 H 0.26
9 S -0.29
10 H 0.13
11 H 0.14


[3]
# C2H3NO2

One molecule with the formula C2H3NO2 at a distorted geometry (the ωB97M-V functional and the def2-TZVPD basis, the Open Molecules 2025 dataset).

```
! RIJCOSX wB97M-V def2-TZVPD def2/J DEFGRID3
* xyz 0 1
C -0.91893 -0.10328 0.69487
N -0.94594 -0.59392 -0.38557
O 0.19941 -0.34722 -1.10759
C 1.09004 0.27109 -0.13884
O 0.25620 0.68923 0.87385
H -1.36717 -0.03358 1.65902
H 1.56435 1.04374 -0.66629
H 1.75290 -0.59562 0.24002
*
```

HOMO energy, hartree: -0.35362
ΔE to the lowest compared entry with this formula, charge and spin, eV: 3.2888
Maximum force, eV/A: 7.205
E_tot, eV: -7704.554
Orbital gap, eV: 10.5481

Mulliken atomic charges, in units of e:
1 C 0.12
2 N -0.31
3 O -0.20
4 C -0.03
5 O -0.36
6 H 0.36
7 H 0.24
8 H 0.17


[4]
# C36H41N5SeV

C36H41N5SeV as an isolated structure at a distorted geometry (the ωB97M-V functional and the def2-TZVPD basis, the Open Molecules 2025 dataset).

```
! RIJCOSX wB97M-V def2-TZVPD def2/J DEFGRID3
* xyz -1 3
V 0.04699 -0.58358 -0.07672
N -3.50149 -0.08979 2.32460
N -1.98775 -0.09071 -1.86333
C 1.62338 -1.83214 -0.49795
C 0.44109 -2.61006 -0.22609
C 0.01601 -2.29937 1.11629
C -1.15652 -2.87769 1.84919
H -1.63292 -3.65766 1.24731
H -1.90515 -2.09237 2.03876
H -0.85590 -3.28017 2.82528
C 0.94201 -1.36554 1.67765
C 1.06499 -1.07227 3.14526
H 1.40094 -1.97309 3.69573
H 0.09355 -0.77715 3.56132
H 1.79147 -0.26776 3.33312
C 1.91789 -1.04683 0.67545
C 3.10754 -0.15949 0.87536
H 2.79023 0.80084 1.31136
H 3.60638 0.04146 -0.08136
H 3.83968 -0.62337 1.55809
C -0.22117 -3.57036 -1.16050
H 0.11426 -4.60352 -0.97368
H 0.02457 -3.31401 -2.19704
H -1.31163 -3.53215 -1.03493
C 2.46252 -1.89551 -1.73372
H 2.96884 -0.93550 -1.89948
H 1.83182 -2.10833 -2.60620
H 3.22897 -2.68459 -1.65880
C -4.25116 0.83603 2.97568
H -4.62469 0.47854 3.93176
C -4.46207 2.11700 2.46623
H -5.01150 2.81787 3.08322
C -3.96894 2.46331 1.19723
H -4.14058 3.45817 0.77611
C -3.22789 1.50883 0.47871
H -2.89268 1.65273 -0.57190
C -2.88833 0.28660 1.16401
C -1.92066 -0.82585 0.67424
H -2.73774 -1.64614 0.23556
C -0.75943 -0.13363 -2.16065
C -2.75504 -0.36470 -2.86226
H -3.78125 -0.44006 -2.73124
C -2.02086 -0.44890 -4.05678
H -2.29962 -0.55841 -5.10864
N -0.68246 -0.27218 -3.57332
C 0.47834 -0.41329 -4.32903
C 0.54962 -1.53665 -5.15902
C 1.73925 -1.67896 -5.87090
H 1.82238 -2.52372 -6.54905
C 2.77621 -0.75826 -5.71574
C 4.00833 -0.89942 -6.54785
H 4.88316 -0.54889 -5.99120
H 3.92698 -0.30309 -7.46654
H 4.14564 -1.94623 -6.83307
C 2.66909 0.32070 -4.82929
H 3.47789 1.04352 -4.71604
C 1.50900 0.50442 -4.08164
C 1.36787 1.63438 -3.11190
H 0.39215 2.13456 -3.14111
H 2.13567 2.38581 -3.36332
H 1.56097 1.33577 -2.06630
C -0.54584 -2.54592 -5.21171
H -1.46383 -2.16691 -5.68203
H -0.81004 -2.98709 -4.23375
H -0.18242 -3.37151 -5.84093
C 1.19223 4.00441 2.95749
N 0.30659 2.96333 3.45528
C -0.20966 1.94545 2.72267
Se 0.15448 1.70149 0.88509
N -1.01204 1.23829 3.57937
C -0.99089 1.80262 4.86095
C -1.42328 1.29527 6.06870
C -1.03736 1.98909 7.22250
C -0.18684 3.11930 7.14361
C 0.27785 3.58352 5.90996
C -0.15980 2.91589 4.78082
H 2.05432 3.56455 2.44208
H 1.52840 4.57611 3.82336
H 0.66228 4.67134 2.26559
H -1.58247 0.43129 3.32783
H -2.03493 0.38159 6.07377
H -1.37830 1.66004 8.20354
H 0.10972 3.62058 8.06548
H 0.97358 4.42807 5.80939
*
```

HOMO energy (alpha / beta), hartree: -0.08310 / -0.08329
ΔE to the lowest compared entry with this formula, charge and spin, eV: 0.0000
Maximum force, eV/A: 5.134
E_tot, eV: -136478.157
Orbital gap (alpha / beta), eV: 4.6669 / 4.6676

Mulliken atomic charges, in units of e:
1 V -1.42
2 N -0.47
3 N 0.13
4 C 0.92
5 C 1.49
6 C -1.28
7 C -1.05
8 H 0.37
9 H 0.33
10 H 0.31
11 C 1.79
12 C -1.37
13 H 0.23
14 H 0.33
15 H 0.38
16 C 0.33
17 C -1.46
18 H 0.04
19 H 0.37
20 H 0.31
21 C -1.44
22 H 0.32
23 H 0.02
24 H 0.38
25 C -1.23
26 H 0.23
27 H 0.01
28 H 0.26
29 C -0.53
30 H 0.48
31 C -0.41
32 H 0.38
33 C -0.60
34 H 0.40
35 C -0.43
36 H 0.38
37 C -0.11
38 C 0.69
39 H 0.12
40 C -0.51
41 C -1.52
42 H 0.61
43 C -0.48
44 H 0.64
45 N 0.70
46 C 0.67
47 C 1.23
48 C -1.20
49 H 0.35
50 C 0.83
51 C -1.52
52 H 0.37
53 H 0.28
54 H 0.37
55 C -1.06
56 H 0.35
57 C 0.98
58 C -1.29
59 H 0.27
60 H 0.53
61 H -0.12
62 C -1.75
63 H 0.34
64 H 0.22
65 H 0.40
66 C -0.88
67 N 0.16
68 C -1.00
69 Se -0.08
70 N 1.20
71 C 0.50
72 C -0.42
73 C -0.71
74 C -0.58
75 C -0.89
76 C 0.62
77 H 0.26
78 H 0.34
79 H 0.28
80 H -0.03
81 H 0.42
82 H 0.37
83 H 0.37
84 H 0.23


[5]
# C41H43F5N5O2RbS2

C41H43F5N5O2RbS2 as an isolated structure at a distorted geometry (the ωB97M-V functional and the def2-TZVPD basis, the Open Molecules 2025 dataset).

```
! RIJCOSX wB97M-V def2-TZVPD def2/J DEFGRID3
* xyz -2 1
Rb -0.20178 0.49789 -0.76746
C 0.70658 0.80656 2.74344
N 1.79990 -0.13064 2.48914
C 3.08949 0.49719 2.74292
C 4.05512 0.51684 1.54698
C 3.39080 0.83461 0.20997
N 2.52694 1.97878 0.26483
C 2.64626 2.89093 -0.61125
C 1.73356 4.00668 -0.76120
C 2.18488 5.16551 -1.39667
C 1.37776 6.26658 -1.59530
C 0.04374 6.19702 -1.16485
C -0.44795 5.06630 -0.56564
C 0.35384 3.89384 -0.33472
O -0.13894 2.85055 0.17859
C 1.60488 -1.40726 3.15232
C 2.46461 -2.53641 2.57477
C 2.31988 -2.68074 1.06095
N 0.94467 -2.79205 0.62371
C 0.72735 -3.20518 -0.55070
C -0.56869 -3.24299 -1.23767
C -0.51944 -3.34064 -2.63097
C -1.65933 -3.33892 -3.40833
C -2.89861 -3.26411 -2.78670
C -2.97988 -3.18348 -1.40998
C -1.83374 -3.16918 -0.60567
O -2.00206 -3.15995 0.72083
H 0.72751 1.19463 3.77891
H -0.25350 0.31342 2.59325
H 0.78207 1.63925 2.04329
H 3.60062 0.00585 3.58503
H 2.91634 1.53491 3.03788
H 4.56659 -0.44758 1.45423
H 4.82135 1.27219 1.75419
H 2.75657 -0.01072 -0.06274
H 4.17544 0.92712 -0.56338
H 3.48326 2.85798 -1.33536
H 3.22173 5.19936 -1.72482
H 1.75799 7.15991 -2.07688
H -0.61091 7.05000 -1.31994
H -1.48178 5.01165 -0.24241
H 0.56237 -1.68928 3.00969
H 1.80180 -1.33832 4.24132
H 2.18058 -3.46690 3.07644
H 3.52665 -2.36310 2.78627
H 2.93517 -3.52071 0.70111
H 2.71883 -1.76936 0.61264
H 1.56821 -3.53017 -1.18823
H 0.45103 -3.37597 -3.11131
H -1.58047 -3.36344 -4.48710
H -3.80388 -3.24439 -3.38262
H -3.94187 -3.11621 -0.91587
S -1.68412 -1.58842 1.63781
C -2.71810 -1.67769 2.96343
N -2.17319 -2.38764 4.09790
C -2.70104 -1.99585 5.37548
C -4.21492 -1.80222 5.29249
N -4.56468 -0.83055 4.27189
C -5.22108 0.40047 4.69652
C -4.43772 1.20920 5.70274
C -3.12312 1.58940 5.42994
C -2.37829 2.27811 6.37366
C -2.94271 2.62951 7.59346
C -4.26541 2.30435 7.85287
C -5.00333 1.59531 6.91419
C -3.88300 -0.88086 3.04863
S -4.50016 0.03233 1.75297
C -1.94475 -3.82208 3.93094
C -3.20098 -4.66519 4.02536
C -4.12477 -4.67420 2.97787
C -5.30496 -5.39318 3.08538
C -5.58171 -6.12513 4.23357
C -4.66680 -6.13181 5.27503
C -3.48930 -5.40245 5.17000
H -2.24644 -1.05116 5.67964
H -2.45115 -2.75116 6.12523
H -4.61983 -1.47665 6.25321
H -4.66514 -2.76730 5.03712
H -6.20858 0.16031 5.10657
H -5.37097 0.97780 3.78219
H -2.69651 1.35176 4.46169
H -1.34888 2.53938 6.15955
H -2.35865 3.16449 8.33275
H -4.72225 2.59672 8.79165
H -6.03650 1.33750 7.12212
H -1.24128 -4.13249 4.71046
H -1.46943 -3.95775 2.95933
H -3.90322 -4.11043 2.08183
H -6.00702 -5.38972 2.26012
H -6.50542 -6.68641 4.31391
H -4.86670 -6.71258 6.16867
H -2.78361 -5.40269 5.99509
F 1.42329 -0.62749 -2.37204
C 0.68289 -0.50059 -3.60549
F -0.65760 -0.32318 -3.12595
C 1.05542 0.87918 -4.10821
F 2.37076 0.94040 -4.41922
F 0.82620 1.96325 -3.30117
F 0.38316 1.15384 -5.25243
*
```

HOMO energy, hartree: -0.06824
ΔE to the lowest compared entry with this formula, charge and spin, eV: 0.9845
Maximum force, eV/A: 1.344
E_tot, eV: -90673.635
Orbital gap, eV: 5.7310

Mulliken atomic charges, in units of e:
1 Rb 0.54
2 C -1.12
3 N 1.36
4 C -1.28
5 C -0.93
6 C 0.28
7 N 0.11
8 C -0.35
9 C 0.97
10 C -0.50
11 C -0.75
12 C -0.36
13 C -0.80
14 C -0.10
15 O -0.52
16 C 0.27
17 C -1.03
18 C -0.51
19 N 0.39
20 C -0.43
21 C 1.08
22 C -0.93
23 C -0.55
24 C -0.59
25 C -0.20
26 C -0.01
27 O -0.24
28 H 0.27
29 H -0.15
30 H 0.57
31 H 0.35
32 H 0.63
33 H 0.25
34 H 0.45
35 H -0.64
36 H 0.51
37 H 0.13
38 H 0.30
39 H 0.34
40 H 0.35
41 H 0.37
42 H -0.76
43 H 0.18
44 H 0.52
45 H 0.36
46 H 0.52
47 H -0.10
48 H 0.19
49 H 0.11
50 H 0.36
51 H 0.38
52 H 0.49
53 S 1.35
54 C -1.06
55 N 0.42
56 C -0.87
57 C -0.69
58 N 0.06
59 C -1.38
60 C 0.74
61 C -0.30
62 C -0.64
63 C -0.44
64 C -0.50
65 C -0.48
66 C -0.49
67 S -0.59
68 C -1.30
69 C 0.25
70 C 0.12
71 C -0.88
72 C -0.36
73 C -0.66
74 C -0.21
75 H 0.37
76 H 0.45
77 H 0.46
78 H 0.25
79 H 0.33
80 H 0.42
81 H 0.60
82 H 0.42
83 H 0.37
84 H 0.35
85 H 0.31
86 H 0.58
87 H 0.27
88 H 0.54
89 H 0.41
90 H 0.37
91 H 0.36
92 H 0.33
93 F -0.10
94 C -1.26
95 F -0.29
96 C 1.39
97 F -0.31
98 F -0.20
99 F -0.31


[6]
# C56H54AuF3N6Sb

C56H54AuF3N6Sb as an isolated structure at a distorted geometry (the ωB97M-V functional and the def2-TZVPD basis, the Open Molecules 2025 dataset).

```
! RIJCOSX wB97M-V def2-TZVPD def2/J DEFGRID3
* xyz 1 3
Au 0.13629 0.33646 -0.99747
C 4.15139 5.67536 -4.08047
C 3.10349 4.84686 -3.40927
C 1.80069 5.31566 -3.24237
C 0.86739 4.55276 -2.59277
C 1.14879 3.26646 -2.07327
N 0.14559 2.57636 -1.49187
C -0.80891 3.24956 -0.79387
C -0.47431 4.34066 0.03443
C -1.41461 5.01086 0.77553
C -2.75441 4.62246 0.75133
C -3.78581 5.32696 1.57133
C -3.10131 3.54596 -0.05567
C -2.17081 2.87106 -0.83607
N -2.61421 1.90766 -1.75317
C -3.81281 1.90806 -2.38367
C -3.81961 0.86036 -3.27377
C -2.56131 0.26626 -3.12117
N -1.85431 0.90806 -2.20957
C 2.46179 2.77866 -2.27727
C 3.39509 3.57376 -2.93287
N 2.92909 1.55296 -1.76317
C 4.16569 1.36586 -1.25427
C 4.31829 0.02126 -1.00657
C 3.10429 -0.54294 -1.39427
N 2.27229 0.39156 -1.84127
H 3.81839 6.70576 -4.18517
H 4.37689 5.28906 -5.07627
H 5.07799 5.66046 -3.50667
H 1.52089 6.28486 -3.62737
H -0.14301 4.91596 -2.49307
H 0.56219 4.63826 0.08193
H -1.11601 5.84966 1.38303
H -3.49361 6.35446 1.76683
H -3.90731 4.82826 2.53373
H -4.75311 5.33126 1.07413
H -4.13301 3.23066 -0.08087
H -4.55651 2.65036 -2.18467
H -4.61351 0.56446 -3.92987
H -2.15521 -0.59074 -3.62407
H 4.39239 3.18726 -3.08337
H 4.84089 2.17716 -1.08307
H 5.17399 -0.47804 -0.60177
H 2.81199 -1.57694 -1.37457
F -3.96561 -6.86694 1.27993
C -3.03981 -6.03064 0.77793
C -2.29511 -6.42504 -0.32077
C -1.37581 -5.54214 -0.86167
C -1.21351 -4.27784 -0.31467
C -1.92081 -3.93454 0.82513
C -2.84561 -4.80054 1.37903
Sb 0.16529 -2.81664 -1.12937
C 0.20179 -3.65394 -3.11707
C -1.00201 -4.06404 -3.67427
C -1.06231 -4.52774 -4.97497
C 0.10059 -4.54484 -5.72557
F 0.04849 -4.96664 -6.99917
C 1.31049 -4.12674 -5.20117
C 1.35089 -3.67574 -3.89277
C 1.80459 -3.85524 -0.15177
C 2.57879 -4.86074 -0.70717
C 3.55039 -5.49384 0.05143
C 3.73429 -5.10644 1.36703
F 4.68949 -5.70274 2.09903
C 2.95769 -4.12224 1.95123
C 1.99469 -3.50494 1.17723
H -2.44641 -7.40864 -0.73877
H -0.78881 -5.84864 -1.71747
H -1.75331 -2.97354 1.28533
H -3.40561 -4.53324 2.26093
H -1.90741 -4.02934 -3.08317
H -1.98791 -4.87034 -5.40987
H 2.19569 -4.15624 -5.81707
H 2.29139 -3.33444 -3.48297
H 2.42859 -5.16674 -1.73297
H 4.15879 -6.28484 -0.35767
H 3.10719 -3.86054 2.98743
H 1.36799 -2.74214 1.61603
C -4.39311 -1.68214 -0.52687
C -3.64271 -1.18544 0.66723
C -4.16431 -1.27684 1.95613
C -3.39521 -0.90024 3.05783
C -3.96151 -1.04494 4.43903
C -2.11261 -0.41464 2.88063
C -1.57111 -0.21664 1.57943
C -2.38611 -0.65354 0.50253
N -0.37381 0.27366 1.24163
C 0.55569 0.91396 2.13583
C -0.07031 2.03766 2.97983
C 0.99759 2.66346 3.87683
C 2.09209 3.30166 3.02543
C 2.72559 2.22316 2.15173
C 3.37429 1.16466 3.03673
C 2.29129 0.52856 3.90643
C 1.61919 1.59216 4.77413
C 1.24439 -0.14224 3.02393
C 1.65889 1.55846 1.28973
H -5.16291 -2.38274 -0.21917
H -3.70501 -2.18424 -1.20497
H -4.85941 -0.86054 -1.07137
H -5.15501 -1.67684 2.11153
H -4.95281 -1.48814 4.39703
H -4.03931 -0.07384 4.92803
H -3.32311 -1.67624 5.05603
H -1.53231 -0.21664 3.76913
H -1.98091 -0.53654 -0.48927
H -0.89411 1.67346 3.58853
H -0.47961 2.78606 2.29593
H 0.52399 3.42876 4.50053
H 2.85169 3.74776 3.67043
H 1.67119 4.09696 2.40733
H 3.47959 2.67316 1.49683
H 4.14219 1.61856 3.66503
H 3.85239 0.40326 2.41523
H 2.74449 -0.23274 4.54863
H 2.35659 2.04796 5.43783
H 0.84809 1.13236 5.39763
H 0.51419 -0.67174 3.63473
H 1.72789 -0.86654 2.36533
H 2.11889 0.77946 0.68333
H 1.20629 2.29626 0.63243
*
```

HOMO energy (alpha / beta), hartree: -0.35693 / -0.35212
ΔE to the lowest compared entry with this formula, charge and spin, eV: 0.8631
Maximum force, eV/A: 1.102
E_tot, eV: -86264.237
Orbital gap (alpha / beta), eV: 7.8324 / 5.1248

Here are the Mulliken charges for atoms 1 to 99, given in e:
1 Au 2.30
2 C -1.50
3 C 0.52
4 C -1.25
5 C -0.30
6 C 0.76
7 N -0.42
8 C 0.50
9 C -0.12
10 C -1.11
11 C 0.60
12 C -1.64
13 C -0.83
14 C -0.08
15 N 0.72
16 C -0.16
17 C -1.30
18 C -0.71
19 N -0.14
20 C -0.30
21 C -0.33
22 N 0.57
23 C -0.31
24 C -1.57
25 C -0.72
26 N -0.87
27 H 0.37
28 H 0.33
29 H 0.37
30 H 0.39
31 H 0.53
32 H 0.67
33 H 0.44
34 H 0.41
35 H 0.29
36 H 0.40
37 H 0.60
38 H 0.52
39 H 0.46
40 H 0.55
41 H 0.66
42 H 0.49
43 H 0.56
44 H 1.17
45 F -0.35
46 C 0.03
47 C -0.78
48 C -0.40
49 C 0.28
50 C -0.73
51 C -0.44
52 Sb 0.44
53 C 0.11
54 C -0.32
55 C -0.75
56 C 0.22
57 F -0.33
58 C -0.59
59 C -0.59
60 C 0.54
61 C -0.80
62 C -0.75
63 C 0.17
64 F -0.34
65 C -0.53
66 C -0.38
67 H 0.50
68 H 0.49
69 H 0.55
70 H 0.59
71 H 0.52
72 H 0.47
73 H 0.47
74 H 0.39
75 H 0.45
76 H 0.50
77 H 0.55
78 H 0.13
79 C -1.81
80 C 0.24
81 C -0.57
82 C 0.16
83 C -1.85
84 C -0.34
85 C 0.60
86 C 0.21
87 N 0.99
88 C 1.91
89 C -0.77
90 C 0.25
91 C -1.40
92 C 0.64
93 C -1.76
94 C 0.18
95 C -1.38
96 C -1.56
97 C -1.35
98 H 0.50
99 H 0.05